Record 1
Molecular formula: C21H32N3O3PS2SiTeV
Method: DFT, ωB97M-V with the def2-TZVPD basis set

The expectation value of S² is 0.763. Its energy above the lowest of the compared OMol25 structures with the same formula, charge and spin is 0.0 kJ/mol. The calculation puts the HOMO-LUMO gap (spin up / spin down) at 6.7 / 6.0 eV. Its calculated total energy is -3848.8081 hartree. The multiplicity is 2.

Geometry as XYZ:
```
65
Properties=species:S:1:pos:R:3:mulliken_charge:R:1
Te -1.1577 2.6379 -1.9953 -0.291
V 0.4117 -0.2875 0.9447 0.536
S 3.9920 -1.3195 3.6777 -0.211
S -2.2090 -1.1242 4.8487 -0.246
P -2.1928 1.1310 -0.5616 -0.295
Si 1.3976 -1.3249 -1.7955 0.308
O -3.1033 1.7823 0.5715 -0.146
O -1.2773 0.1803 0.2389 -0.176
O -3.2967 0.2031 -1.2540 -0.038
N 1.4749 -0.0577 -0.6256 1.052
N -0.7929 -0.8128 2.7707 -0.249
N 1.9589 -0.7580 2.2597 0.351
C -2.9661 -0.5067 -2.4726 0.157
C 3.8492 3.4262 -0.6600 -0.563
C 2.4750 -1.3726 4.4413 -0.606
C 0.9030 -0.7784 -3.4999 -1.075
C -4.6650 3.2719 -0.6857 -1.260
C 3.2688 -0.8676 2.1942 0.584
C 0.1527 -2.5287 -1.0813 -0.888
C -2.0393 -0.8633 3.1585 0.624
C -4.4636 2.2354 0.3999 -0.235
C -3.6586 -1.8463 -2.4316 -1.408
C -0.5177 -1.1474 5.0459 -0.417
C 2.2404 1.1083 -0.7229 -0.205
C 4.0109 2.4755 -1.6625 -0.814
C 3.2224 1.3316 -1.6944 -0.117
C -3.2577 -0.7588 2.2946 -0.690
C 4.1493 -0.6245 1.0180 -0.809
C 2.9758 -2.3150 -2.0115 -1.338
C 2.8598 3.2268 0.2970 -0.897
C 1.5140 -1.0404 3.5604 -0.047
C 0.0774 -0.9954 3.8459 -0.233
C 2.0660 2.0957 0.2528 0.308
H -5.0911 1.3630 0.2240 0.287
H -3.7925 0.1716 2.4860 0.285
H 1.7900 -0.6028 -4.1210 0.401
H -5.7230 3.5544 -0.6992 0.392
H 2.3612 -1.6468 5.4791 0.401
H 4.4671 4.3150 -0.6349 0.385
H 2.6915 3.9684 1.0686 0.422
H -0.8166 -2.0577 -0.8713 -0.092
H -4.7399 -1.7195 -2.3369 0.364
H 4.2998 0.4461 0.8648 0.163
H -4.3981 2.8859 -1.6704 0.305
H 0.3066 -1.5588 -3.9896 0.378
H -1.8858 -0.6242 -2.5685 -0.141
H 3.8713 -1.6911 -2.1144 0.376
H -3.9288 -1.5923 2.5072 0.477
H -0.0228 -3.3501 -1.7847 0.402
H 3.1400 -3.0083 -1.1779 0.307
H -3.3048 -2.4419 -1.5861 0.272
H -3.2992 0.0920 -3.3163 0.410
H 3.3692 0.6023 -2.4880 0.178
H 0.3182 0.1461 -3.4727 0.179
H 0.5280 -2.9757 -0.1504 0.305
H -4.7228 2.6530 1.3692 0.411
H 5.1204 -1.0955 1.1732 0.550
H 4.7627 2.6232 -2.4309 0.398
H -0.0571 -1.2739 6.0144 0.406
H 3.6964 -1.0225 0.1154 -0.101
H 1.2656 1.9882 0.9858 0.307
H -2.9793 -0.7785 1.2455 -0.203
H -3.4526 -2.3963 -3.3544 0.396
H 2.8860 -2.9102 -2.9297 0.392
H -4.0618 4.1609 -0.5019 0.325
```


Record 2
Molecular formula: C19H40N4NbO
Method: DFT, ωB97M-V with the def2-TZVPD basis set

The charge is -1. The calculation puts the HOMO-LUMO gap at 6.5 eV. Its calculated total energy is -1098.9087 hartree.

Geometry as XYZ:
```
65
Properties=species:S:1:pos:R:3:mulliken_charge:R:1
Nb -2.0381 -1.0899 1.7468 -1.352
O -2.9935 -0.9385 -1.4230 -0.435
N -1.6189 -3.8418 5.1017 -0.454
N -3.2066 4.2909 0.4493 -0.494
N 3.4479 2.9143 -4.5358 -0.449
N 1.5125 -1.9425 0.1724 -0.510
C -4.2201 4.0215 0.9213 0.233
C 2.8300 0.5656 -2.2916 -1.118
C -4.4647 3.2409 3.8406 -1.122
C -2.3665 0.2738 -1.7939 0.493
C 1.7635 1.1483 -1.3763 -0.056
C 1.7095 -5.6130 4.7299 -1.129
C -5.4995 4.0258 3.0472 -0.415
C 5.0860 1.8360 -6.2534 -0.489
C 0.6655 -6.1585 3.7651 -0.492
C -2.3052 -1.6823 -0.4202 -0.915
C 4.1537 2.4706 -5.3271 0.321
C 1.7017 -0.8086 0.1562 0.234
C 6.0931 0.9350 -5.5264 -0.372
C -1.0216 -4.3887 4.2825 0.238
C -3.3291 1.4413 -1.6482 -1.113
C 6.9492 1.6991 -4.5277 -1.145
C -0.2652 -5.0657 3.2347 -0.203
C 1.8671 0.6362 0.0631 -0.488
C -5.4880 3.6809 1.5530 -0.308
H -5.3347 5.1017 3.1460 0.279
H 5.6042 2.6236 -6.8061 0.313
H 2.7453 0.9795 -3.2936 0.241
H 6.3311 2.1402 -3.7449 0.340
H 7.6728 1.0381 -4.0515 0.315
H -3.5412 -1.8520 2.5652 -0.039
H -1.3454 -2.0240 -0.8481 0.419
H 2.7294 -0.5206 -2.3454 0.365
H 1.0867 1.0674 0.6954 0.314
H -6.2693 4.2279 1.0200 0.307
H -3.2964 2.1413 -2.4873 0.384
H -3.1974 0.3313 1.4544 0.171
H -5.6615 2.6123 1.4001 0.284
H 1.2303 -5.1736 5.6060 0.352
H 1.8402 2.2365 -1.3534 0.412
H 4.4996 1.2624 -6.9737 0.280
H -0.9897 -5.4670 2.5234 0.300
H -6.4999 3.8220 3.4352 0.289
H -1.6889 -0.0780 3.2351 -0.002
H 2.3088 -4.8351 4.2532 0.296
H -3.4560 3.4439 3.4777 0.333
H 2.3850 -6.3999 5.0687 0.330
H -4.4942 3.5127 4.8962 0.329
H 0.2878 -4.2871 2.7028 0.183
H -4.6218 2.1655 3.7518 0.306
H 7.5018 2.5046 -5.0161 0.322
H -4.3443 1.0384 -1.5914 0.292
H -1.0332 -2.5735 2.3075 0.258
H -0.6217 -0.0017 1.2567 0.235
H -1.4970 0.4331 -1.1421 -0.303
H 5.5461 0.1372 -5.0211 0.285
H -1.9875 0.1566 -2.8195 0.344
H -2.9331 -2.5771 -0.2466 0.405
H 6.7196 0.4616 -6.2845 0.304
H 0.7685 0.9096 -1.7569 -0.078
H -3.1269 1.9878 -0.7293 0.102
H 2.8378 0.9001 0.4936 0.399
H 1.1524 -6.6267 2.9074 0.296
H 0.0702 -6.9332 4.2546 0.296
H 3.8340 0.7945 -1.9223 0.286
```


Record 3
Molecular formula: C53H81BrF3N10O5
Method: DFT, ωB97M-V with the def2-TZVPD basis set

The charge is +1. The calculation puts the HOMO-LUMO gap at 6.7 eV. Its calculated total energy is -5865.1439 hartree.

Geometry as XYZ:
```
153
Properties=species:S:1:pos:R:3:mulliken_charge:R:1
Br -4.3860 1.7377 -2.7151 -0.031
F -6.6977 -3.6181 -1.2018 -0.269
F -8.2554 -3.5598 0.2856 -0.276
F -6.2422 -4.0310 0.8485 -0.272
O -5.0922 2.2403 4.6405 -0.303
O -1.6723 4.8422 1.0650 -0.537
O -3.5630 5.9805 0.7515 -0.305
O -3.4355 3.7213 4.7006 -0.573
O -0.9134 -1.8924 -0.5722 -0.232
N -0.9899 -1.9199 2.4691 -0.091
N 6.2237 -2.0486 -1.5757 0.105
N -3.8956 1.3912 -0.9284 -0.255
N 3.9521 0.6708 -2.2540 0.119
N -3.4578 -0.1718 1.4134 0.941
N 6.3083 -5.7808 -8.5692 0.114
N 1.1233 -3.7918 4.8708 0.004
N -3.8025 10.7226 0.4882 -0.011
N 6.3123 -2.4554 -6.5074 0.209
N 8.7090 -1.0793 1.5768 0.079
C -5.2183 -1.4779 0.1128 -1.699
C 3.8219 0.7604 -3.6140 -0.442
C -2.7656 1.4533 4.5489 0.069
C 0.0701 -4.1171 6.7889 -0.407
C -5.6175 1.4642 5.7503 -0.389
C 7.5717 -6.2113 -8.8636 -0.360
C 2.9652 1.3986 -1.6427 -0.589
C -0.3391 -3.2001 -0.6096 -0.548
C -1.9299 6.9150 2.2505 -0.920
C -4.7079 5.7140 1.5962 -0.141
C 6.0721 -3.4720 -3.2542 -0.892
C 0.9117 -5.1417 4.9707 -0.455
C -5.7646 2.3165 0.4574 -1.528
C -4.1921 9.9083 2.5066 -0.009
C 5.3437 -2.6414 -2.4459 -0.645
C 5.4167 -6.3360 -9.4439 -0.507
C -3.8827 11.7975 1.3299 -0.467
C -3.2493 1.2295 1.9932 0.880
C 5.1734 -2.1180 -7.1883 -0.490
C -2.3428 5.8015 1.3411 0.644
C -5.6720 4.8934 0.7536 -1.264
C 9.3924 -1.7779 2.5365 -0.463
C -2.2086 1.4446 3.0966 -1.494
C 6.1174 -7.1362 -10.3068 -0.388
C -6.7156 -1.7907 0.2603 -0.975
C -3.4882 -1.1942 2.5331 -0.192
C 2.0920 -3.4348 0.1633 -1.213
C -2.2367 -1.8640 -0.1095 -2.021
C -5.1010 1.0309 -0.1465 -0.290
C 7.3724 -2.4851 -7.3739 -0.579
C 9.9321 -0.8704 3.4062 -0.464
C -4.8611 -0.1561 0.8081 0.489
C -3.9884 9.5669 1.1950 -0.524
C 6.9063 -2.1670 -8.6215 -0.501
C 2.7372 1.5528 -3.8754 -0.663
C -2.4593 -0.3985 0.3069 0.407
C 7.4880 -7.0573 -9.9374 -0.507
C 7.4977 -2.4874 -1.8307 -0.587
C -6.9928 -3.2539 0.0474 0.836
C -2.7477 0.4552 -0.9565 -2.088
C 0.6150 -3.1595 5.9771 -0.594
C 9.5608 0.4262 2.9545 -0.631
C 7.4387 -3.3677 -2.8734 -0.646
C 8.8076 0.2653 1.8242 -0.216
C -5.0124 3.6234 0.1798 0.230
C -3.7677 2.5733 4.6984 -0.152
C 2.1934 1.9586 -2.6248 -0.463
C -2.2295 -1.7882 3.2275 -1.783
C 1.1370 -3.0738 -0.9795 -0.053
C -4.1236 11.3257 2.5919 -0.862
C -5.9229 0.0198 5.3730 -0.676
C 0.2595 -5.3741 6.1506 -0.489
C 5.5096 -1.9324 -8.5037 -0.562
H -6.7510 2.4071 -0.0101 0.428
H -7.2853 -1.2558 -0.5063 0.418
H -5.9849 5.5209 -0.0854 0.330
H -1.1593 6.5594 2.9348 0.331
H -0.0419 -6.3386 6.5221 0.426
H -7.1231 -1.4910 1.2278 0.386
H -1.5007 7.7191 1.6458 0.341
H -5.1236 -0.6701 5.6631 0.255
H 1.3053 -2.0301 -1.2636 0.092
H -1.9319 1.6649 5.2249 0.547
H -4.9938 -1.3958 -0.9553 0.522
H 5.9829 -1.3967 -0.8522 0.300
H 0.6947 -2.0919 6.0952 0.435
H 2.0826 -2.6334 0.9121 0.244
H 1.3403 2.5972 -2.4675 0.520
H -5.5330 -0.0093 1.6600 0.391
H -4.9501 3.7363 -0.9040 0.099
H -5.1655 6.6479 1.9346 0.486
H -4.2227 1.5493 2.3702 -0.332
H 1.5963 -3.3377 4.1113 0.257
H 2.9026 1.4623 -0.5697 0.407
H -4.3906 5.1476 2.4761 0.076
H -2.0836 -1.2730 4.1807 0.419
H 8.2762 -3.8851 -3.3098 0.434
H -4.6382 -2.3227 0.4742 0.622
H 8.3427 0.9883 1.1759 0.356
H 4.8312 -1.6615 -9.2949 0.419
H -3.6363 10.7750 -0.4997 0.188
H -1.7973 2.4438 2.9167 0.709
H 9.4387 -2.8529 2.5158 0.350
H 4.5104 0.2597 -4.2735 0.520
H 9.8235 1.3678 3.4060 0.385
H -2.3900 -2.5684 0.7126 0.332
H -0.5549 -1.0409 2.2300 0.174
H 4.3652 -6.1151 -9.3803 0.358
H -2.8328 -0.2288 -1.8069 0.668
H 3.1186 -3.5364 -0.1963 0.360
H -4.1216 -2.0146 2.2066 1.222
H 6.0770 -5.1350 -7.8358 0.156
H 2.3774 1.8204 -4.8543 0.422
H -1.8587 1.0621 -1.1452 0.472
H -4.0654 -0.6926 3.3098 -0.655
H -6.5308 1.9809 6.0469 0.472
H -6.5512 4.6673 1.3652 0.495
H 10.5315 -1.1069 4.2688 0.389
H 7.4973 -2.1159 -9.5200 0.421
H -0.8869 -3.8131 -1.3355 0.289
H -3.0168 1.8729 1.1437 -0.119
H -3.9746 3.5673 0.5103 0.221
H -0.4565 -3.6534 0.3821 0.307
H -4.3736 9.2227 3.3186 0.441
H -4.9259 1.5299 6.5931 0.312
H -0.3210 -2.4194 3.0445 0.140
H -2.5134 -2.8085 3.5027 0.504
H 8.3621 -2.7331 -7.0299 0.434
H -0.3997 -3.9412 7.7418 0.435
H 4.2265 -2.0352 -6.6816 0.424
H -6.0676 -0.0626 4.2938 -0.038
H -1.3541 0.7773 3.0382 0.265
H 1.3567 -3.6854 -1.8571 0.352
H 8.3390 -2.1345 -1.2593 0.509
H -2.7808 7.3103 2.7991 0.196
H 5.6967 -7.7113 -11.1143 0.393
H 4.6660 0.1532 -1.7816 0.160
H -3.9636 8.6074 0.7049 0.473
H -2.9215 -2.1361 -0.9232 0.911
H 1.2443 -5.8165 4.2009 0.396
H -5.9560 2.1970 1.5303 0.310
H 8.3156 -7.5604 -10.4084 0.396
H 1.7995 -4.3583 0.6702 0.359
H 8.4194 -5.8799 -8.2891 0.353
H -6.8330 -0.3225 5.8692 0.459
H -4.2401 11.9278 3.4769 0.389
H -3.1969 0.5026 4.8483 0.098
H 6.3576 -2.6473 -5.5214 0.212
H 8.2128 -1.4897 0.8099 0.220
H -1.4989 -0.0684 0.6980 1.151
H 5.6650 -4.0989 -4.0316 0.755
H -3.7620 12.8017 0.9625 0.390
H 4.2887 -2.4279 -2.4085 0.673
H -5.8512 0.6418 -0.8431 1.442
```


Record 4
Molecular formula: C5H4S
Method: DFT, ωB97M-V with the def2-TZVPD basis set

Its energy above the lowest of the compared OMol25 structures with the same formula, charge and spin is 717.2 kJ/mol. The calculation puts the HOMO-LUMO gap at 8.2 eV. Its calculated total energy is -590.7783 hartree.

Geometry as XYZ:
```
10
Properties=species:S:1:pos:R:3:mulliken_charge:R:1
S -1.9327 -0.8776 -0.1389 -0.012
C -2.2046 0.5841 0.4158 -0.157
C 0.7018 -0.0895 0.6411 -0.630
C 0.2987 0.5951 -0.6997 0.010
C -0.0545 -0.8546 -0.3799 0.146
C -0.3434 1.6080 -0.0007 -0.589
H 1.0691 0.9841 -1.3143 0.373
H 0.1509 0.0977 1.4930 0.279
H 0.5656 -1.7911 -0.8589 0.291
H 1.7490 -0.2563 0.8425 0.290
```


- Among the records above, which one has the highest calculated total energy?
  C5H4S